No. 1
Formula: H4N4O
Source: the Open Molecules 2025 dataset
Level of theory: ωB97M-V/def2-TZVPD

```
! wB97M-V def2-TZVPD RIJCOSX def2/J DEFGRID3
* xyz 0 1
N 0.715 -1.753 -0.186
N -1.279 0.685 0.704
O 1.166 0.886 -0.630
N -0.201 -1.265 0.472
N -1.161 -0.541 0.458
H 1.936 1.418 -0.387
H 0.733 -1.535 -1.186
H -2.255 0.941 0.832
H 0.347 1.163 -0.077
*
```

HOMO-LUMO gap, eV: 10.1
F_max, eV/Å: 3.95
E_HOMO, Ha: -0.355
Structure (SMILES): [H]/N=N\N=N\[H].O
LUMO level, hartree: 0.01444

Atom charges from the Mulliken analysis, given in e for atoms 1 to 2: -0.390 -0.493

***

No. 2
Formula: C36H53N7O6
Source: the Open Molecules 2025 dataset
Level of theory: ωB97M-V/def2-TZVPD

```
! wB97M-V def2-TZVPD RIJCOSX def2/J DEFGRID3
* xyz 0 1
N 23.573 -1.570 2.998
C 24.207 -2.541 2.389
C 25.000 -3.582 2.980
C 25.138 -3.462 4.420
C 24.494 -2.452 5.062
C 23.680 -1.579 4.405
H 24.041 -2.560 1.322
H 25.621 -4.243 2.393
H 25.787 -4.146 4.947
H 24.512 -2.252 6.123
H 23.233 -0.706 4.858
N 27.072 -9.537 0.230
C 27.409 -8.194 0.438
C 26.527 -7.203 0.872
C 25.251 -7.711 1.211
C 24.904 -9.013 1.070
C 25.873 -9.951 0.618
H 28.350 -7.894 0.001
H 26.778 -6.152 0.875
H 24.496 -6.948 1.329
H 23.876 -9.322 1.180
H 25.586 -10.974 0.426
C 27.774 -13.157 0.534
C 27.874 -12.555 -0.853
O 28.260 -13.685 -1.652
C 27.896 -14.821 -1.027
O 28.052 -15.956 -1.470
O 27.573 -14.515 0.230
H 26.834 -12.823 0.973
H 28.605 -12.838 1.164
H 28.683 -11.839 -1.000
H 26.974 -12.077 -1.240
C 23.459 -7.968 -1.951
C 24.217 -8.127 -3.286
O 24.503 -9.508 -3.286
C 23.723 -10.133 -2.306
O 23.749 -11.325 -1.983
O 22.977 -9.265 -1.695
H 22.535 -7.394 -2.018
H 23.982 -7.692 -1.035
H 25.174 -7.626 -3.430
H 23.654 -7.888 -4.189
C 28.695 -8.874 -3.206
C 30.177 -9.075 -3.421
C 30.888 -9.955 -2.362
C 31.039 -9.175 -1.110
N 31.223 -8.525 -0.173
H 28.083 -8.463 -4.009
H 28.563 -7.971 -2.609
H 28.171 -9.688 -2.705
H 30.755 -8.159 -3.544
H 30.309 -9.705 -4.300
H 31.920 -10.060 -2.695
H 30.298 -10.869 -2.282
C 21.746 -6.003 5.807
C 22.182 -6.364 4.345
C 21.746 -5.278 3.245
C 20.321 -5.435 2.845
N 19.199 -5.548 2.528
H 22.502 -5.587 6.473
H 21.579 -6.961 6.299
H 20.814 -5.442 5.859
H 21.836 -7.355 4.053
H 23.263 -6.501 4.354
H 22.332 -5.373 2.331
H 21.883 -4.213 3.432
C 29.956 -7.396 5.080
C 29.046 -6.878 3.972
C 29.728 -6.051 2.857
C 30.728 -4.933 3.046
N 31.500 -4.091 3.256
H 30.894 -7.752 4.653
H 29.421 -8.023 5.793
H 30.181 -6.501 5.659
H 28.488 -6.051 4.412
H 28.208 -7.476 3.613
H 28.970 -5.584 2.229
H 30.066 -6.814 2.156
C 26.856 -2.585 -3.358
C 26.505 -2.095 -1.863
C 27.774 -1.860 -1.097
C 28.053 -2.924 -0.148
N 28.236 -3.779 0.645
H 27.322 -3.569 -3.294
H 27.527 -1.982 -3.969
H 25.889 -2.754 -3.831
H 26.027 -2.978 -1.439
H 25.666 -1.399 -1.900
H 27.723 -0.907 -0.570
H 28.639 -1.867 -1.761
C 20.170 -10.439 5.007
C 21.246 -11.467 4.888
C 21.019 -12.432 3.737
C 21.729 -11.668 2.643
N 22.266 -11.106 1.798
H 19.231 -10.924 5.275
H 20.117 -9.807 4.121
H 20.336 -9.829 5.896
H 21.128 -11.983 5.841
H 22.212 -10.971 4.805
H 19.962 -12.621 3.547
H 21.534 -13.348 4.027
*
```

HOMO-LUMO gap, eV: 9.9
F_max, eV/Å: 4.17
E_HOMO, Ha: -0.370
Structure (SMILES): O=C1OCCO1.O=C1OCCO1.c1ccncc1.c1ccncc1.CCCC#N.CCCC#N.CCCC#N.CCCC#N.CCCC#N
LUMO level, hartree: -0.00390

Atom charges from the Mulliken analysis, given in e for atoms 1 to 2: -0.549 -0.439